(1)
# C13H20ClPtSbSe4

C13H20ClPtSbSe4 as an isolated structure in a non-equilibrium geometry (ωB97M-V with the def2-TZVPD basis set, the OMol25 dataset).

ORCA input file:
```
! RIJCOSX wB97M-V def2-TZVPD def2/J DEFGRID3
* xyz -2 3
Pt -2.09042 -1.97241 -1.72365
C -1.59496 -0.13487 1.62859
C -0.45275 0.49521 0.97353
C 0.82265 -0.21175 0.85448
C 0.92427 -1.57375 1.50662
C 1.86082 0.38350 0.17670
C 3.03448 -0.45408 -0.22699
C 1.70497 1.71909 -0.16671
C 2.94197 2.30451 -0.86762
C 0.49020 2.42043 -0.02621
C 0.51028 3.81327 -0.60453
C -0.60728 1.78783 0.50080
C -2.00839 2.38686 0.38225
H -2.14980 0.60483 2.24854
H -1.30182 -0.91636 2.35555
H -2.12955 -0.60510 0.81767
H 1.05259 -1.40131 2.58389
H 1.63830 -2.23882 1.08801
H -0.01053 -2.10958 1.31520
H 2.83000 -0.94307 -1.19889
H 3.16429 -1.34680 0.37122
H 3.92331 0.20453 -0.24329
H 3.61899 1.49718 -1.27150
H 3.45198 2.90016 -0.11698
H 2.78613 2.99489 -1.71438
H -0.21922 4.50970 -0.12431
H 0.46952 3.70233 -1.73182
H 1.44377 4.25030 -0.43911
H -2.01035 3.23011 -0.32431
H -2.42127 2.74127 1.32864
H -2.65792 1.60813 -0.05939
Cl -4.61600 0.00273 -2.01699
C -3.87952 -1.49780 -0.99016
H -4.67650 -2.17337 -1.08005
H -3.68786 -0.92427 -0.09385
Se 0.39313 -6.64860 -2.17923
Sb 0.05146 -4.91298 -0.38540
Se 0.23492 -2.64084 -1.57309
Se -2.27649 -5.55392 -0.45067
Se 1.44257 -5.29717 1.47742
*
```

As for the expectation value of S²: 2.015. For the relative energy (zero: lowest compared OMol25 entry of this formula, charge and spin), the calculation gives 11.5 kcal per mole. For the LUMO energy (spin up / spin down), the calculation gives 4.446 / 4.065 eV. The frontier orbital gap (spin up / spin down) comes out at 0.22515 / 0.20559 Eh.



(2)
# C5H4Cl3P

An isolated molecule of C5H4Cl3P in a non-equilibrium geometry (ωB97M-V with the def2-TZVPD basis set, the OMol25 dataset).

ORCA input file:
```
! RIJCOSX wB97M-V def2-TZVPD def2/J DEFGRID3
* xyz 0 1
C -1.19440 -0.37069 -1.31535
C -0.26425 0.66034 -1.71004
C -1.01146 -0.68212 -0.02402
C 0.09706 0.14226 0.54114
C 0.48942 0.98386 -0.64634
P 1.43311 -1.01267 1.31100
Cl 1.74185 2.14232 -0.54586
Cl 0.26095 -1.87969 2.69500
Cl 2.40522 0.34977 2.42809
H -1.92602 -0.79386 -1.97914
H -0.22282 1.08831 -2.69390
H -1.56616 -1.38998 0.56200
H -0.24254 0.76216 1.37741
*
```

As for the structure (SMILES): ClC1=CC=C[C@H]1P(Cl)Cl. For the LUMO energy, the calculation gives 0.340 eV. The frontier orbital gap comes out at 0.33629 Eh.



(3)
# C4H6N2

A 2-piece molecular cluster, C4H6N2 overall in a non-equilibrium geometry (ωB97M-V with the def2-TZVPD basis set, the OMol25 dataset).

ORCA input file:
```
! RIJCOSX wB97M-V def2-TZVPD def2/J DEFGRID3
* xyz 2 1
C -0.11360 -0.26064 0.89251
C -1.17215 -0.55765 1.36280
C 2.67589 1.28569 -1.29574
C 1.60572 1.38959 -2.39577
N 1.65204 0.70606 -1.10106
N -2.40237 -1.06398 1.88286
H 3.72883 1.52981 -0.90774
H 1.37037 2.49727 -2.67285
H 1.52206 0.56618 -3.14758
H -2.94220 -1.17568 1.03228
H -2.91158 -0.54759 2.59324
H -2.18500 -2.10162 2.18910
*
```

For the relative energy (zero: lowest compared OMol25 entry of this formula, charge and spin), the calculation gives 185.2 kcal per mole. For the LUMO energy (spin up / spin down), the calculation gives -11.294 / -12.307 eV. The frontier orbital gap (spin up / spin down) comes out at 0.30035 / 0.28006 Eh.



(4)
# C35H32Br2N8O3S4Y

C35H32Br2N8O3S4Y as an isolated structure in a non-equilibrium geometry (ωB97M-V with the def2-TZVPD basis set, the OMol25 dataset).

ORCA input file:
```
! RIJCOSX wB97M-V def2-TZVPD def2/J DEFGRID3
* xyz 1 1
Y -0.60168 -0.13153 -1.07040
O -3.59912 6.07480 1.31832
C -4.39035 5.34780 0.46593
C -3.77900 4.00112 0.33080
C -4.32167 2.96376 -0.43009
C -3.62115 1.78751 -0.66071
N -2.40214 1.50064 -0.12681
C -1.92687 2.48755 0.67178
C -2.56814 3.66180 0.92592
C -0.63118 2.17444 1.41441
C -0.34322 2.79814 2.61897
C 0.72799 2.35154 3.40337
C 0.82357 2.89881 4.83324
O -0.12192 3.87390 5.25400
C 1.61047 1.47529 2.82739
C 1.29489 0.94065 1.57032
N 0.18542 1.26421 0.90176
H -3.08244 6.72530 0.77568
H -4.48263 5.77031 -0.51574
H -5.35178 5.19810 0.94783
H -5.31362 3.06739 -0.84444
H -4.06456 0.99757 -1.19845
H -2.14576 4.44958 1.50008
H -0.96005 3.57909 3.07550
H 1.72770 3.46591 4.88752
H 0.83967 1.97359 5.48941
H -0.90134 3.41931 5.51402
H 2.50710 1.17644 3.33355
H 2.00775 0.35597 1.05028
Br -3.11282 -4.20896 4.47846
C -2.52496 -3.19705 3.03444
C -1.79842 -2.04060 3.25314
C -1.31887 -1.26911 2.19011
N -1.59234 -1.54185 0.94507
C -2.41184 -2.58590 0.73115
C -2.88596 -3.44147 1.70668
C -2.91528 -2.77672 -0.74228
C -3.59966 -3.90711 -1.12415
C -4.17032 -3.91898 -2.37853
Br -4.85245 -5.55162 -3.03013
C -4.13763 -2.79169 -3.13316
C -3.46039 -1.69128 -2.67366
N -2.79042 -1.68092 -1.48621
H -1.51017 -1.72848 4.27252
H -0.68512 -0.43954 2.40835
H -3.49855 -4.26751 1.43970
H -3.73678 -4.73175 -0.44115
H -4.70543 -2.77095 -4.03938
H -3.37732 -0.76005 -3.24393
S -1.41582 1.29797 -3.24600
C -0.42796 0.13148 -4.10683
S -0.30959 -1.48152 -3.58564
C 0.33504 0.53955 -5.17719
C 1.17988 -0.43935 -5.80815
N 1.76156 -1.24161 -6.36455
C 0.27719 1.86094 -5.75236
N 0.21516 2.88984 -6.24083
N 2.55588 -2.32970 -2.37686
C 2.65349 -2.34283 -1.05920
S 1.23865 -2.19552 -0.02316
N 3.84354 -2.65632 -0.51078
C 4.12904 -2.88984 0.84933
C 5.13894 -2.11770 1.40341
C 5.69285 -2.41275 2.62870
C 5.18732 -3.53055 3.27709
C 4.14833 -4.30484 2.75819
C 3.59879 -3.95058 1.54788
H 1.62692 -2.15329 -2.74747
H 3.39393 -2.58122 -2.93619
H 4.62572 -2.88890 -1.11454
H 5.47180 -1.22368 0.81362
H 6.52611 -1.81956 3.08399
H 5.71559 -3.85472 4.14261
H 3.79600 -5.22283 3.22010
H 2.82975 -4.56900 1.10672
C 1.90542 2.77202 -3.07730
S 2.32734 1.03370 -2.71849
C 3.98279 1.34870 -1.96061
O 1.55281 0.67445 -1.49215
H 2.29215 3.34430 -2.24965
H 0.82832 2.75689 -3.18788
H 2.42427 2.89201 -4.03399
H 4.62635 1.72472 -2.74200
H 4.39464 0.43254 -1.50768
H 3.84656 2.15978 -1.24253
*
```

For the relative energy (zero: lowest compared OMol25 entry of this formula, charge and spin), the calculation gives 23.4 kcal per mole. For the LUMO energy, the calculation gives -2.929 eV. The frontier orbital gap comes out at 0.25286 Eh.



| no. | E (hartree) |
| --- | --- |
| 1 | -10932.86509 |
| 2 | -1914.87791 |
| 3 | -264.46889 |
| 4 | -8795.78696 |